[1]
{
  "formula": "C4H9FS",
  "method": "ωB97M-V with the def2-TZVPD basis set",
  "elements": ["C", "S", "C", "C", "C", "F", "H", "H", "H", "H", "H", "H", "H", "H", "H"],
  "coordinates": [[-1.9269, -0.2789, -0.0044], [-0.5489, -1.2482, 0.0668], [0.7976, -0.1060, -0.1988], [2.1889, -0.5967, -0.0253], [0.6108, 1.3211, 0.4111], [-0.5585, 1.8806, -0.2689], [-1.9961, 0.2603, -0.9343], [-2.8893, -0.7640, 0.2265], [-1.8124, 0.5007, 0.8351], [0.7145, 0.0206, -1.3126], [2.9560, 0.1084, -0.4727], [2.5874, -0.8659, 0.9214], [2.3306, -1.5469, -0.6660], [0.3914, 1.3124, 1.5499], [1.5047, 1.9832, 0.1073]],
  "mulliken_charge": [-0.70, -0.14, 0.44, -1.47, -0.42, -0.30, 0.24, 0.34, 0.21, 0.20, 0.35, 0.38, 0.32, 0.25, 0.29],
  "fmax_ev_per_a": 4.34,
  "homo_ev": -8.29,
  "smiles": "CS[C@H](C)CF",
  "gap_ev": 9.25,
  "mol_weight_g_mol": 108.18
}

***

[2]
{
  "formula": "C8H12N3O",
  "method": "ωB97M-V with the def2-TZVPD basis set",
  "elements": ["C", "N", "C", "O", "N", "C", "C", "C", "C", "C", "C", "N", "H", "H", "H", "H", "H", "H", "H", "H", "H", "H", "H", "H"],
  "coordinates": [[2.7864, 0.2918, -0.3319], [1.4354, 0.3136, 0.2028], [0.6622, 1.4326, 0.0526], [0.9352, 2.4113, -0.5663], [-0.5701, 1.2604, 0.7634], [-1.7869, 1.6696, 0.0496], [-2.4012, 0.3648, -0.5323], [-1.4129, -0.6608, -0.1008], [-0.7454, -1.6578, -0.6565], [0.5414, -2.0101, 0.0398], [0.8926, -0.7929, 0.8839], [-0.7278, -0.0914, 1.0603], [3.0926, -0.7344, -0.5161], [2.7882, 0.8523, -1.2663], [3.4868, 0.7604, 0.3624], [-1.4999, 2.3855, -0.7225], [-2.4607, 2.1574, 0.7551], [-2.4729, 0.3988, -1.6175], [-3.3962, 0.1807, -0.1268], [-1.0555, -2.1783, -1.5447], [0.4445, -2.9083, 0.6522], [1.3159, -2.1943, -0.7072], [1.2855, -0.9749, 1.8860], [-1.1373, -0.2756, 1.9807]],
  "mulliken_charge": [-0.94, 0.15, 0.52, -0.55, -0.24, -0.59, -0.55, 0.27, -0.65, -0.75, -0.04, 0.08, 0.35, 0.36, 0.32, 0.31, 0.33, 0.35, 0.29, 0.49, 0.36, 0.42, 0.37, 0.33],
  "fmax_ev_per_a": 3.54,
  "homo_ev": -13.93,
  "charge": 1,
  "smiles": "CN1C(=O)N2CCC3=CC[C@@H]1[N@H+]32",
  "gap_ev": 10.49,
  "mol_weight_g_mol": 166.20
}

***

[3]
{
  "formula": "C10H11N",
  "method": "ωB97M-V with the def2-TZVPD basis set",
  "elements": ["C", "C", "C", "C", "C", "C", "C", "C", "C", "C", "N", "H", "H", "H", "H", "H", "H", "H", "H", "H", "H", "H"],
  "coordinates": [[0.5160, -2.6698, -1.5938], [0.8879, -1.7328, -2.5140], [0.1220, -2.2262, -0.2759], [0.8820, -0.3456, -2.1616], [0.0415, -0.8473, 0.0298], [0.5324, 0.0450, -0.9634], [1.2939, 2.2244, -0.3236], [-0.3960, -0.5008, 1.3588], [-1.3874, 1.4210, 2.7687], [-1.3269, 0.5477, 1.4929], [0.4316, 1.4176, -0.7205], [0.5396, -3.7189, -1.9121], [1.1616, -2.0668, -3.5112], [-0.2599, -2.9028, 0.4107], [1.1486, 0.2980, -3.0274], [2.4265, 1.9412, -0.0926], [0.8904, 3.2385, -0.0859], [-2.3695, 1.7615, 3.0531], [-0.7924, 2.2524, 2.4012], [-0.8017, 0.8646, 3.5778], [-1.2860, 1.1315, 0.6234], [-2.2543, -0.1324, 1.4654]],
  "mulliken_charge": [-0.55, -0.43, -1.13, -0.27, 0.69, 0.72, -0.34, -0.90, -1.04, 0.11, -0.42, 0.35, 0.35, 0.52, 0.32, 0.23, 0.31, 0.33, 0.23, 0.31, 0.46, 0.17],
  "fmax_ev_per_a": 5.89,
  "homo_ev": [-7.51, -7.37],
  "gap_ev": [7.19, 7.15],
  "mol_weight_g_mol": 145.21
}

***

[4]
{
  "formula": "C2H4F2",
  "method": "ωB97M-V with the def2-TZVPD basis set",
  "elements": ["C", "C", "F", "F", "H", "H", "H", "H"],
  "coordinates": [[-1.1756, -0.4923, -0.0733], [1.3779, 0.6656, 0.2579], [-2.2988, 0.1504, -0.4053], [1.7957, -0.4561, -0.4130], [-1.2177, -0.9202, 0.9688], [-0.6615, -0.9175, -0.9776], [1.5129, 1.4853, -0.3935], [0.6673, 0.4847, 1.0360]],
  "mulliken_charge": [-0.41, -0.39, -0.24, -0.22, 0.34, 0.29, 0.28, 0.35],
  "fmax_ev_per_a": 1.91,
  "homo_ev": [-8.76, -8.65],
  "gap_ev": [9.27, 9.02],
  "mol_weight_g_mol": 66.05
}

***

[5]
{
  "formula": "C4H6N2O3",
  "method": "ωB97M-V with the def2-TZVPD basis set",
  "elements": ["C", "N", "C", "N", "C", "O", "C", "O", "O", "H", "H", "H", "H", "H", "H"],
  "coordinates": [[1.8175, 0.7749, 0.8989], [0.8355, 1.4325, 0.4235], [-0.1129, 0.7555, -0.3641], [-0.0901, 1.0592, -1.7128], [-1.2914, 0.3139, 0.2556], [-1.4175, 0.4146, 1.5957], [-0.8055, -1.2039, -0.4113], [-0.9490, -1.5896, -1.5462], [-0.7351, -2.0409, 0.6498], [2.0694, -0.2516, 0.5959], [2.5259, 1.2895, 1.5551], [0.7547, 1.4841, -2.0735], [-0.8744, 0.6687, -2.2266], [-0.7953, -0.1782, 2.0667], [-0.9317, -2.9287, 0.2934]],
  "mulliken_charge": [-0.24, -0.45, 0.46, -0.38, -0.18, -0.40, 0.61, -0.58, -0.46, 0.24, 0.27, 0.23, 0.24, 0.30, 0.34],
  "fmax_ev_per_a": 4.41,
  "homo_ev": -8.18,
  "smiles": "C=N/C(N)=C(\\O)C(=O)O",
  "gap_ev": 8.52,
  "mol_weight_g_mol": 130.10
}

***

[6]
{
  "formula": "C5H8O",
  "method": "ωB97M-V with the def2-TZVPD basis set",
  "elements": ["C", "C", "C", "C", "C", "O", "H", "H", "H", "H", "H", "H", "H", "H"],
  "coordinates": [[1.8712, -0.4209, 0.2330], [0.6567, 0.1951, -0.4467], [-0.2281, 1.0255, 0.4882], [-1.4885, 0.6907, 0.2976], [-1.5845, -0.5271, -0.5390], [-0.2407, -0.8411, -0.8852], [2.3464, -1.1546, -0.4245], [2.6115, 0.3491, 0.4812], [1.5676, -0.9276, 1.1530], [1.0016, 0.7290, -1.3568], [-0.0280, 1.4343, 1.4490], [-2.2579, 1.1422, 0.9034], [-2.2123, -0.3436, -1.4103], [-2.0151, -1.3509, 0.0572]],
  "mulliken_charge": [-1.35, 0.50, -0.51, -0.26, -0.39, -0.41, 0.34, 0.35, 0.33, 0.20, 0.33, 0.37, 0.24, 0.25],
  "fmax_ev_per_a": 1.64,
  "homo_ev": -9.16,
  "smiles": "C[C@@H]1C=CCO1",
  "gap_ev": 10.26,
  "mol_weight_g_mol": 84.12
}